Formula: ClH14Na2O11
Source: the Open Molecules 2025 dataset
Level of theory: the ωB97M-V functional and the def2-TZVPD basis

## Properties
HOMO = -11.2 eV
DFT total energy = -1619.9082 Eh
maximum force = 9.91 eV/A
total charge = +1
LUMO level = -0.169 hartree

```
28
Properties=species:S:1:pos:R:3:forces:R:3:nbo_charge:R:1
Na -0.791147 -0.206189 -1.894789 -2.0 -1.6 -1.3 0.926
Na 3.037643 -1.805589 0.281881 3.1 -2.5 -0.1 0.981
Cl 0.319663 -0.477629 0.360741 -7.1 -1.5 2.9 2.669
O 1.371943 -1.243989 0.844581 0.2 -1.9 1.1 -0.929
O 0.711263 0.166771 -0.795199 1.5 -4.0 0.4 -0.923
O -0.874377 -1.217889 0.139091 2.8 -1.0 -0.8 -0.822
O -0.097857 0.458491 1.312691 5.3 3.2 0.5 -0.846
O -1.784727 -1.695399 -1.854929 -3.6 -3.8 -1.4 -0.997
H -2.714727 -1.595909 -2.058459 -0.5 -0.5 -0.4 0.491
H -1.770587 -2.073399 -0.975639 -0.1 -0.5 0.1 0.518
O -2.209437 1.329141 0.579751 -1.3 7.6 -6.3 -0.813
H -1.258087 1.262031 0.661431 0.7 0.9 -0.1 0.475
H -2.393897 1.046941 -0.316099 -0.6 0.3 -0.5 0.458
O -0.246747 -2.008689 2.489881 0.4 -0.9 1.1 -0.921
H 0.433293 -1.504659 2.042971 -0.3 -1.1 1.8 0.415
H -0.284077 -1.633849 3.369841 -0.3 -0.1 0.4 0.470
O 0.013883 1.267591 -2.371519 -3.3 5.3 -5.9 -1.034
H -0.527227 2.055181 -2.427399 -0.1 0.5 -0.8 0.468
H 0.673993 1.476341 -1.710519 0.9 0.6 -1.1 0.443
O 2.861373 0.350691 0.214621 3.0 -0.8 1.0 -0.911
H 2.418743 -0.130489 -0.484509 0.3 0.1 -0.7 0.448
H 3.757503 0.464021 -0.102159 0.6 1.1 -0.2 0.499
O -2.018607 -0.263279 1.830631 -2.2 -4.9 6.2 -0.995
H -2.225367 0.439121 1.214091 -1.6 -2.3 2.2 0.412
H -1.300047 0.084691 2.358671 -1.4 -0.7 0.7 0.434
O 1.772933 1.796351 -1.267019 4.2 5.1 0.4 -0.866
H 1.251443 2.500891 -0.882419 0.7 1.2 0.5 0.477
H 1.873243 1.158711 -0.560209 0.8 2.3 0.2 0.472
```
Forces are in eV/Å.